Here is a molecular structure, C19H20ClN4O5Ta from OMol25. Energies are from ωB97M-V with the def2-TZVPD basis set.

Atoms and positions in Å:
Ta -1.048 0.486 0.460
N 0.346 -1.548 1.098
N -0.214 -2.004 2.301
C -1.321 -1.407 2.822
O -1.890 -1.658 3.820
O -1.741 -0.376 1.942
H 0.340 -2.302 0.414
H 1.327 -1.304 1.265
H 0.229 -2.752 2.819
C -4.136 4.160 0.119
C -4.190 3.344 1.244
C -3.347 2.256 1.342
C -2.425 1.973 0.304
C -2.392 2.821 -0.834
C -3.243 3.902 -0.920
H -4.803 5.010 0.045
H -4.893 3.559 2.037
H -3.396 1.619 2.216
H -1.704 2.630 -1.652
H -3.221 4.546 -1.788
C 3.435 -1.368 -2.186
C 3.429 -1.360 -0.684
C 3.492 -2.537 0.052
C 3.509 -2.510 1.443
Cl 3.487 -3.998 2.324
C 3.506 -1.305 2.126
C 3.447 -0.116 1.405
C 3.389 -0.153 0.021
O 3.324 0.993 -0.759
C 2.556 2.054 -0.248
C 1.158 1.539 -0.016
O 0.468 0.981 -0.941
O 0.589 1.546 1.134
H 3.411 -2.387 -2.567
H 4.333 -0.882 -2.567
H 2.586 -0.812 -2.589
H 3.532 -3.489 -0.461
H 3.556 -1.287 3.206
H 3.463 0.819 1.949
H 2.528 2.826 -1.018
H 2.939 2.487 0.676
N -2.075 -1.662 -3.075
C -3.004 -2.220 -2.223
C -2.780 -1.668 -1.011
N -1.713 -0.774 -1.127
C -1.319 -0.805 -2.401
H -1.982 -1.866 -4.060
H -3.728 -2.945 -2.552
H -3.302 -1.826 -0.082
H -0.513 -0.229 -2.825

Charge ... +2
Frontier orbital gap ... 6.3 eV
E_HOMO ... -14.324 eV
Relative energy (zero: lowest compared OMol25 entry of this formula, charge and spin) ... 0.0 kcal/mol
E_tot ... -1848.01832 a.u.